No. 1
88
Properties=species:S:1:pos:R:3:forces:R:3:mulliken_charge:R:1 method="wB97M-V/def2-TZVPD" gap_ha="0.203 / 0.197" multiplicity=2 charge=-1
Se 3.2228 0.9442 0.0674 0.0 0.1 0.0 -0.309
Mn 0.9405 0.0369 -0.6668 -0.8 -0.4 -0.4 0.175
Cl -0.6743 -1.5152 6.3057 0.0 0.0 0.0 -0.282
P -0.8683 -1.1398 -1.7421 0.2 0.1 0.2 2.608
O 0.7751 -1.4643 0.6307 0.4 0.1 0.3 0.057
O 2.8604 -0.8005 -3.9956 0.0 0.0 0.0 -0.803
O 1.8324 -1.2241 -2.0462 0.3 0.0 -0.1 -0.201
N 0.5729 1.6588 -1.9135 0.0 0.0 0.1 0.712
N -0.0605 1.2306 0.6112 0.1 0.1 0.0 2.833
C -1.5425 -2.5203 -5.5470 0.0 0.0 0.0 -0.841
C 3.0638 1.0859 1.9749 0.1 0.0 0.0 0.186
C 0.2023 -2.6332 3.9745 0.0 0.0 0.0 -0.724
C -1.1498 3.4678 0.7227 -0.1 0.0 0.0 -0.344
C -4.1539 1.2443 -2.5205 0.0 0.0 0.0 -0.766
C -2.7410 -4.5690 -0.3724 0.0 0.0 0.0 -0.662
C 1.9074 -1.1709 -3.3136 -0.2 -0.1 0.0 -0.583
C -0.3833 -4.9887 -0.5234 0.0 0.0 0.0 -0.595
C 0.6172 2.9909 -3.9041 0.0 0.0 0.0 -1.224
C 2.3710 2.2413 3.9864 0.0 0.0 0.0 -0.899
C 0.4437 -1.4252 1.8624 -0.1 0.0 -0.1 0.117
C 0.9026 1.8165 -3.1720 0.2 0.1 0.0 -0.043
C -2.4675 -0.2618 -1.6671 0.0 0.1 0.0 -0.075
C -0.4084 3.8824 -1.9335 0.0 0.0 0.0 1.450
C 2.1836 3.4617 1.8182 0.1 0.0 0.0 -1.596
C 2.7669 1.1767 4.7859 -0.1 0.0 0.0 0.795
C 4.1834 -1.1806 2.1785 -0.1 0.0 0.0 -1.801
C -2.9772 -0.0561 -0.3799 0.0 0.0 0.0 -0.902
C -4.6700 1.4142 -1.2462 0.0 0.0 0.0 -0.700
C -1.0989 4.8917 -1.2262 0.0 0.0 0.0 -0.975
C 3.5170 0.0261 2.7809 0.0 0.0 -0.1 1.102
C -0.2722 -1.4712 4.6015 0.0 0.0 0.0 0.057
C 3.3613 0.0900 4.1627 -0.1 0.0 0.0 -0.881
C -2.5329 -3.2658 -0.8126 0.0 0.0 0.0 -0.510
C -1.6680 -5.4320 -0.2279 0.0 0.0 0.0 -0.582
C -0.4520 2.4757 0.0767 -0.1 -0.1 0.0 -0.688
C 0.8000 -2.0309 -5.3931 0.0 0.0 0.0 -0.693
C -1.7084 -2.0871 -4.2440 0.0 0.0 0.0 -0.483
C -0.0647 -0.2637 2.5240 0.1 0.1 -0.1 0.280
C -0.0835 2.6806 -1.2807 -0.1 -0.1 0.0 -0.439
C -0.0305 4.0159 -3.2916 0.0 0.0 0.0 -1.026
C -4.0753 0.7604 -0.1726 0.0 0.0 0.0 -0.820
C -0.6257 -1.6162 -3.4965 0.0 0.0 0.0 0.570
C 0.5360 -2.6135 2.6491 0.0 0.0 0.0 -0.601
C -3.0592 0.4129 -2.7307 0.0 0.0 0.0 -0.727
C -0.4073 -0.3159 3.8896 0.1 0.0 0.1 -1.244
C -0.1712 -3.6891 -0.9501 0.0 0.0 0.0 -0.544
C -0.2796 -2.4856 -6.1276 0.0 0.0 0.0 -0.648
C 2.5698 1.2099 6.2790 0.0 0.0 0.0 -1.716
C -0.2801 0.9828 1.8608 0.0 -0.1 0.0 -0.372
C 2.5328 2.2260 2.6023 0.0 0.0 0.0 0.954
C -1.2506 -2.8151 -1.0989 -0.1 0.0 0.0 0.649
C 0.6479 -1.6146 -4.0715 0.0 0.1 0.0 0.718
C -1.4619 4.6758 0.0721 0.0 0.0 0.0 -1.019
H 1.4571 1.0199 -3.6462 0.0 0.0 0.0 0.420
H -2.0000 5.4396 0.6192 0.0 0.0 0.0 0.439
H 5.0998 -0.8901 1.6604 0.0 0.0 0.0 0.381
H 0.4615 -5.6571 -0.4099 0.0 0.0 0.0 0.448
H 3.0970 4.0041 1.5580 0.0 0.0 0.0 0.373
H 0.9002 -3.5039 2.1526 0.0 0.0 0.0 0.473
H 1.5395 4.1270 2.3983 0.0 0.0 0.0 0.275
H 3.6895 -0.7517 4.7660 0.0 0.0 0.0 0.192
H -2.6581 0.3049 -3.7306 0.0 0.0 0.0 0.469
H -2.3936 -2.8912 -6.1053 0.0 0.0 0.0 0.437
H 3.2067 1.9632 6.7506 0.0 0.0 0.0 0.380
H 0.8289 -3.3302 -1.1584 0.0 0.0 0.0 0.270
H -2.6916 -2.1324 -3.7899 0.0 0.0 0.0 0.489
H -3.3828 -2.6045 -0.9275 0.0 0.0 0.0 0.350
H -1.3413 5.8192 -1.7302 0.0 0.0 0.0 0.405
H 4.4237 -1.9111 2.9539 0.0 0.0 0.0 0.358
H -4.5987 1.7640 -3.3604 0.0 0.0 0.0 0.409
H 1.7959 -1.9886 -5.8141 0.0 0.0 0.0 0.535
H 0.9309 3.0490 -4.9370 0.0 0.0 0.0 0.532
H -1.4677 3.3449 1.7479 0.0 0.0 0.0 0.508
H -0.1407 -2.8215 -7.1482 0.0 0.0 0.0 0.392
H 0.3005 -3.5446 4.5512 0.0 0.0 0.0 0.405
H -2.4949 -0.5337 0.4678 0.0 0.0 0.0 0.612
H -1.8283 -6.4466 0.1161 0.0 0.0 0.0 0.378
H 1.9338 3.1223 4.4517 0.0 0.0 0.0 0.265
H -0.7647 0.5837 4.3772 0.0 0.0 0.0 0.399
H 3.5503 -1.6452 1.4223 -0.1 0.0 0.0 0.212
H 1.5358 1.4505 6.5389 0.0 0.0 0.0 0.341
H 1.7041 3.2155 0.8734 0.1 0.0 0.1 0.267
H -0.7000 1.7597 2.4968 0.0 0.0 0.0 -0.359
H 2.8041 0.2429 6.7244 0.0 0.0 0.0 0.346
H -4.4577 0.9001 0.8310 0.0 0.0 0.0 0.439
H -0.2628 4.9340 -3.8185 0.0 0.0 0.0 0.413
H -5.5225 2.0621 -1.0851 0.0 0.0 0.0 0.385
H -3.7458 -4.9041 -0.1454 0.0 0.0 0.0 0.416

***

No. 2
23
Properties=species:S:1:pos:R:3:forces:R:3:mulliken_charge:R:1 method="wB97M-V/def2-TZVPD" gap_ha="0.293 / 0.312" multiplicity=4 charge=+1
Co -0.0680 1.2903 -0.9578 -1.9 2.4 1.0 0.480
O -1.0181 0.0056 0.0619 2.7 -3.2 -1.8 -0.255
O -0.3078 -2.1467 0.5516 0.7 0.6 -0.4 -0.378
O 1.6634 0.7467 -0.1713 -0.2 -0.5 -0.4 -0.275
C -2.1815 -0.7887 0.3078 0.1 0.4 0.5 -0.367
C -1.4998 2.3409 0.3519 0.9 2.3 -1.1 -1.006
C 0.2631 -1.1407 -0.2302 -1.5 -1.6 2.9 0.410
C -1.6737 -2.2177 0.1730 -0.5 -0.4 0.1 -0.509
C 2.8362 1.4493 0.2174 0.6 0.3 0.2 -0.682
C 1.4924 -0.5465 0.4193 0.0 0.4 0.4 -0.546
H -2.4484 -0.5416 1.3436 -0.2 -0.2 -0.3 0.272
H -1.7785 -2.5504 -0.8720 0.0 -0.1 0.3 0.299
H -2.9924 -0.5543 -0.3905 0.2 0.0 0.2 0.363
H 0.5430 -1.6353 -1.1781 -1.1 1.3 -0.7 0.275
H -1.2983 2.2283 1.4285 -0.3 -0.7 -0.5 0.273
H 1.3434 -0.4340 1.5039 0.1 -0.2 -0.3 0.361
H 2.3846 -1.1442 0.1864 -0.3 -0.1 0.2 0.415
H -2.5494 2.3023 0.0183 0.4 -0.6 0.4 0.312
H -2.1892 -2.8853 0.8718 0.2 0.0 -0.4 0.333
H 2.7684 2.4523 -0.2163 0.1 -0.3 0.1 0.251
H -1.2419 3.4009 0.1922 0.0 -0.1 -0.1 0.359
H 2.8815 1.5194 1.3131 0.0 0.0 -0.3 0.324
H 3.7221 0.9258 -0.1671 -0.2 0.2 0.1 0.290

***

No. 3
18
Properties=species:S:1:pos:R:3:forces:R:3:mulliken_charge:R:1 method="wB97M-V/def2-TZVPD" gap_ha=0.395 charge=0 smiles=CCCCOC
O 1.6994 0.3173 0.7388 0.0 0.0 0.2 -0.343
C 1.0812 1.3075 -0.0629 -0.1 0.2 -0.1 -0.609
C 1.8148 -1.0099 0.2776 0.1 -0.3 0.0 -0.634
C -0.4457 1.2806 -0.0152 0.0 0.0 0.0 -0.483
C -1.8377 -0.8655 0.3557 -0.1 0.0 0.0 -1.369
C -1.0259 -0.0122 -0.6205 0.0 -0.1 -0.1 -0.382
H -0.7483 1.3990 1.0344 0.0 -0.1 -0.2 0.316
H 1.4289 1.2536 -1.1087 0.0 -0.2 0.1 0.362
H -1.9671 -1.8836 -0.0292 -0.1 0.2 0.1 0.343
H 2.3229 -1.0848 -0.6984 -0.1 0.2 0.2 0.298
H -2.8348 -0.4457 0.5275 0.1 0.0 0.0 0.388
H -0.8247 2.1625 -0.5480 0.1 -0.1 0.1 0.296
H -0.1891 -0.6088 -0.9777 -0.2 0.0 -0.2 0.291
H 0.8652 -1.5571 0.2074 0.2 0.2 0.1 0.221
H -1.3396 -0.9401 1.3312 0.0 0.0 -0.2 0.350
H 1.4409 2.2586 0.3505 0.0 -0.2 -0.1 0.329
H 2.4117 -1.5241 1.0331 0.1 0.0 -0.2 0.240
H -1.6146 0.1973 -1.5184 -0.1 0.1 0.2 0.385

***

Quick rundown of relative energy (zero: lowest compared OMol25 entry of this formula, charge and spin), same order as above: 0.00; 240.66; 99.45 kJ/mol